[1]
# C6H11N2

An isolated ion of composition C6H11N2 and charge +1 (ωB97M-V with the def2-TZVPD basis set, OMol25).

XYZ file:
```
19
Properties=species:S:1:pos:R:3:forces:R:3:nbo_charge:R:1
C 1.4860 0.3711 -2.1632 0.21 -0.64 1.15 -0.613
C 1.6765 0.5081 -0.6221 -1.04 0.98 -0.88 -0.390
C 0.4422 1.1240 0.0820 -0.11 -0.46 -0.02 -0.447
C -0.5174 0.0892 0.5802 0.59 -0.71 0.50 0.181
C -0.5234 -1.2669 0.4490 0.10 1.27 -0.71 -0.080
N -1.6240 -1.7318 1.1307 0.26 -0.01 0.66 -0.445
C -2.2313 -0.7225 1.7644 0.48 -0.24 -0.96 0.247
N -1.5598 0.3761 1.4244 -0.43 0.04 0.05 -0.452
H 2.2079 -0.3745 -2.4877 -0.19 -0.11 -0.42 0.227
H 1.7097 1.2938 -2.6856 -0.04 0.22 0.10 0.227
H 0.4655 0.0776 -2.4015 0.03 -0.23 -0.21 0.198
H 2.4985 1.2044 -0.5142 0.28 -0.11 0.47 0.232
H 1.8844 -0.4156 -0.0896 0.46 -0.15 -0.30 0.200
H -0.1734 1.7343 -0.5892 0.56 0.48 0.10 0.239
H 0.8119 1.6725 0.9524 -0.37 0.34 -0.12 0.242
H 0.1685 -1.7447 -0.2202 -0.30 -0.93 0.29 0.267
H -1.7964 -2.6920 1.3712 -0.23 -0.31 -0.29 0.455
H -3.1580 -0.8111 2.3013 0.11 0.15 0.31 0.260
H -1.7674 1.3078 1.7176 -0.36 0.44 0.26 0.451
```
Forces are in eV/Å.

The LUMO energy comes out at -3.3 eV. The charge is +1. Its structure (SMILES) is CCCc1c[nH]c[nH+]1. The HOMO energy is -14.1422 eV. As for the orbital gap: 0.3976 Ha. The calculation puts the energy above the lowest of the compared OMol25 structures with the same formula, charge and spin at 29.29 kJ/mol.


[2]
# C8H12ClP

C8H12ClP as an isolated structure (ωB97M-V with the def2-TZVPD basis set, OMol25).

XYZ file:
```
22
Properties=species:S:1:pos:R:3:forces:R:3:nbo_charge:R:1
C 1.0238 -1.5609 -0.1007 -1.50 -0.15 -1.98 -0.457
C -0.1129 -0.6783 -0.3060 0.95 1.74 3.95 0.059
C 0.3118 0.3355 0.6213 0.37 -0.54 0.45 -0.291
C 3.0512 -0.2081 -0.2948 1.40 1.89 -1.93 -0.656
C -2.3016 -1.7961 0.0372 -1.20 -3.56 -0.24 -0.602
C 0.0301 2.3529 -0.4659 -0.35 1.64 -0.78 -0.601
C -1.5430 -0.7535 -0.7059 -0.67 0.82 -2.17 -0.472
C 0.1977 1.7873 0.8991 -1.93 -0.57 -0.01 -0.447
P 1.9117 -0.3202 0.8875 0.16 -3.99 0.94 1.085
Cl 4.7325 -0.3890 -0.0249 -0.17 -0.26 0.24 0.014
H 1.4200 -2.0565 -0.9750 0.27 -0.81 0.18 0.221
H -2.0124 -2.7523 -0.5082 -0.50 0.68 0.89 0.209
H -3.4427 -1.7586 -0.0993 1.73 0.34 0.32 0.221
H -2.0424 -2.0337 1.1006 -0.19 0.88 -0.82 0.226
H 0.8877 2.3209 -1.1070 0.75 -0.65 -0.12 0.227
H -0.1636 3.3847 -0.4031 -0.44 1.71 0.10 0.203
H -0.8094 1.9585 -1.0219 -0.18 -0.43 0.09 0.202
H -2.1061 0.1797 -0.6607 0.72 0.54 0.69 0.220
H -1.6882 -0.9395 -1.7887 0.44 -0.39 0.31 0.227
H -0.7026 2.0304 1.5458 0.98 -0.19 -0.61 0.221
H 1.1147 2.1082 1.3957 -0.27 0.27 0.02 0.217
H 2.2437 -1.2114 1.9749 -0.37 1.03 0.47 -0.025
```
Forces are in eV/Å.

The LUMO energy (alpha / beta) comes out at -0.6 / -0.5 eV. The HOMO energy (alpha / beta) is -7.4002 / -7.5129 eV. As for the orbital gap (alpha / beta): 0.2497 / 0.2588 Ha. The calculation puts the energy above the lowest of the compared OMol25 structures with the same formula, charge and spin at 699.48 kJ/mol.